1.
Molecular formula: C36H58N2O8P2PbS
Method: DFT, wB97M-V/def2-TZVPD

```
! wB97M-V def2-TZVPD RIJCOSX def2/J DEFGRID3
* xyz 0 1
Pb -0.155 -0.578 -0.396
C 6.402 -1.037 2.158
C 4.947 -0.975 1.746
C 4.742 -1.094 0.251
O 4.446 0.322 2.213
P 2.905 0.472 2.566
O 1.984 -0.340 1.775
C 2.676 2.254 2.411
P 0.955 2.752 2.218
O 0.380 2.273 0.951
O 0.949 4.327 2.417
C 0.636 5.323 1.396
C -0.836 5.270 1.042
C 1.550 5.189 0.196
O 0.311 2.235 3.566
C -0.961 2.725 4.083
C -2.117 2.287 3.207
C -1.062 2.186 5.495
O 2.767 0.128 4.118
C 3.683 0.651 5.112
C 4.398 -0.525 5.743
C 2.870 1.461 6.101
H 6.831 -1.991 1.852
H 6.515 -0.935 3.237
H 6.962 -0.236 1.674
H 4.375 -1.752 2.264
H 5.311 -0.319 -0.266
H 3.691 -1.011 -0.021
H 5.109 -2.065 -0.086
H 3.185 2.564 1.495
H 3.129 2.782 3.252
H 0.856 6.258 1.915
H -1.082 4.338 0.534
H -1.081 6.101 0.378
H -1.451 5.362 1.938
H 1.341 4.275 -0.357
H 2.598 5.192 0.503
H 1.395 6.035 -0.474
H -0.886 3.816 4.100
H -2.279 1.213 3.287
H -1.942 2.517 2.156
H -3.023 2.804 3.529
H -0.972 1.099 5.480
H -2.031 2.444 5.924
H -0.279 2.595 6.133
H 4.413 1.293 4.610
H 3.679 -1.188 6.225
H 5.107 -0.178 6.496
H 4.943 -1.093 4.990
H 2.134 0.823 6.593
H 2.335 2.265 5.595
H 3.519 1.894 6.863
N 0.846 -2.573 3.404
C 0.040 -2.741 2.311
O 0.382 -3.444 1.371
C -1.291 -2.024 2.347
C -1.247 -0.673 1.631
H 1.809 -2.825 3.238
H 0.719 -1.726 3.936
H -1.618 -1.914 3.389
H -2.004 -2.693 1.861
H -0.702 0.057 2.228
H -2.269 -0.310 1.501
C -2.651 -7.871 0.150
C -1.932 -6.529 0.298
C -0.513 -6.674 -0.268
C -1.840 -6.178 1.791
C -2.664 -5.394 -0.416
C -3.962 -5.545 -0.932
C -4.648 -4.500 -1.524
C -4.022 -3.263 -1.605
S -4.586 -1.758 -2.262
C -3.066 -1.018 -1.827
N -2.218 -1.816 -1.255
C -2.727 -3.095 -1.105
C -2.048 -4.155 -0.513
C -2.772 0.398 -2.057
C -3.589 1.160 -2.898
C -3.293 2.492 -3.117
C -2.178 3.050 -2.500
C -1.371 2.278 -1.674
C -1.646 0.933 -1.413
H -2.059 -8.650 0.633
H -2.780 -8.147 -0.899
H -3.633 -7.866 0.626
H -0.012 -7.522 0.205
H 0.091 -5.787 -0.077
H -0.538 -6.851 -1.345
H -1.381 -6.998 2.348
H -2.833 -5.994 2.207
H -1.232 -5.286 1.938
H -4.456 -6.503 -0.864
H -5.649 -4.648 -1.908
H -1.060 -3.979 -0.106
H -4.447 0.716 -3.391
H -3.917 3.089 -3.769
H -1.937 4.094 -2.672
H -0.506 2.737 -1.211
C 1.017 0.759 -4.162
O 1.747 1.610 -3.259
C 2.404 1.005 -2.311
C 2.925 2.071 -1.401
H -0.041 0.870 -3.926
H 1.344 -0.268 -4.013
H 1.219 1.108 -5.172
H 3.909 1.786 -1.025
H 2.243 2.052 -0.543
H 2.939 3.075 -1.837
*
```

Kohn-Sham gap = 6.974 eV
LUMO = 0.466 eV



2.
Molecular formula: C36H59As3N3O8P2SW
Method: DFT, wB97M-V/def2-TZVPD

```
! wB97M-V def2-TZVPD RIJCOSX def2/J DEFGRID3
* xyz 1 3
W -1.045 -1.160 -0.474
O -0.210 -2.019 -2.107
C 0.496 -3.039 -2.078
C 1.232 -3.520 -0.947
C 2.006 -4.671 -1.169
C 2.757 -5.178 -0.149
C 2.772 -4.586 1.114
C 2.021 -3.460 1.347
C 1.229 -2.892 0.330
O 0.562 -1.796 0.600
N 3.584 -6.379 -0.395
O 3.491 -6.899 -1.486
O 4.201 -6.820 0.549
H 0.582 -3.584 -3.025
H 2.018 -5.159 -2.135
H 3.380 -5.026 1.893
H 2.035 -2.978 2.314
C -1.387 -3.201 2.969
As -2.004 -1.489 2.318
C -3.916 -1.706 2.516
C -1.706 -0.288 3.831
C -0.340 0.394 3.866
C 0.801 -0.603 3.677
C -0.258 1.466 2.766
As -0.912 1.274 0.904
C -2.797 1.706 1.197
C -0.383 3.091 0.380
C -0.176 1.164 5.191
As 0.001 0.354 7.004
C -0.772 -1.449 6.901
C 1.881 -0.202 6.919
H -1.757 -3.328 3.987
H -0.302 -3.267 2.958
H -1.794 -3.979 2.328
H -4.095 -1.959 3.563
H -4.293 -2.497 1.874
H -4.429 -0.779 2.272
H -1.875 -0.892 4.721
H -2.499 0.464 3.797
H 0.800 -1.007 2.662
H 0.725 -1.437 4.375
H 1.765 -0.117 3.842
H 0.782 1.789 2.669
H -0.833 2.344 3.075
H -2.884 2.242 2.141
H -3.428 0.820 1.212
H -3.134 2.356 0.394
H -0.392 3.691 1.291
H -1.119 3.490 -0.314
H 0.601 3.153 -0.074
H -1.001 1.876 5.284
H 0.735 1.771 5.132
H -1.861 -1.408 6.880
H -0.481 -1.940 7.831
H -0.405 -2.049 6.069
H 2.503 0.666 6.702
H 2.064 -0.974 6.174
H 2.166 -0.584 7.898
C 2.386 -0.286 -3.195
P 1.628 0.370 -1.654
C 0.823 1.885 -2.362
N 1.582 2.917 -2.613
C 1.018 4.088 -3.001
C 1.838 5.213 -3.270
C 1.254 6.396 -3.608
C -0.160 6.515 -3.690
C -0.966 5.445 -3.443
C -0.376 4.203 -3.100
N -1.160 3.113 -2.904
C -0.615 1.975 -2.578
P -1.822 0.533 -2.521
C -3.417 1.306 -2.116
C -2.016 0.151 -4.363
C -2.432 1.407 -5.138
C -0.707 -0.362 -4.951
C -3.109 -0.907 -4.543
C 3.145 0.827 -0.658
C 3.952 -0.480 -0.558
C 2.686 1.203 0.753
C 4.071 1.914 -1.203
H 3.037 0.457 -3.660
H 1.615 -0.566 -3.903
H 2.970 -1.177 -2.965
H 2.911 5.097 -3.197
H 1.864 7.265 -3.816
H -0.591 7.470 -3.960
H -2.044 5.500 -3.511
H -3.323 2.390 -2.119
H -3.776 0.933 -1.164
H -4.144 1.023 -2.874
H -1.690 2.200 -5.113
H -3.384 1.813 -4.798
H -2.557 1.104 -6.181
H 0.077 0.395 -4.900
H -0.868 -0.588 -6.007
H -0.369 -1.274 -4.460
H -4.100 -0.517 -4.310
H -2.942 -1.798 -3.946
H -3.117 -1.193 -5.597
H 3.337 -1.340 -0.281
H 4.709 -0.355 0.220
H 4.473 -0.709 -1.486
H 2.043 0.432 1.185
H 2.157 2.157 0.767
H 3.559 1.315 1.402
H 4.466 1.660 -2.188
H 4.921 2.005 -0.520
H 3.582 2.881 -1.278
O -1.718 -3.130 -0.190
S -3.121 -2.852 -0.849
O -4.176 -3.557 -0.212
O -3.122 -1.309 -0.465
O -2.989 -2.955 -2.270
*
```

Kohn-Sham gap (spin up / spin down) = 6.216 / 6.804 eV
LUMO (spin up / spin down) = -3.652 / -3.926 eV
⟨S²⟩ = 2.016



3.
Molecular formula: C36H60BCoN6PS3
Method: DFT, wB97M-V/def2-TZVPD

```
! wB97M-V def2-TZVPD RIJCOSX def2/J DEFGRID3
* xyz 3 5
Co -0.732 -1.322 -1.784
C -4.352 -2.045 1.909
C -3.310 -0.974 1.908
C -3.219 -0.012 2.881
C -2.256 1.013 2.801
N -1.369 1.037 1.818
N -1.430 0.085 0.897
B -0.485 0.249 -0.326
N 1.020 0.234 -0.014
N 1.431 0.423 1.236
C 2.729 0.529 1.444
C 3.640 0.495 0.360
C 3.216 0.283 -0.924
C 4.137 0.213 -2.099
C 1.828 0.097 -1.071
S 1.047 -0.323 -2.562
C 3.181 0.759 2.876
C 4.651 0.372 3.065
C 3.014 2.260 3.165
C 2.320 -0.077 3.827
N -0.909 1.526 -1.119
N -0.345 2.604 -0.581
C -0.636 3.791 -1.080
C -1.580 3.907 -2.121
C -2.173 2.800 -2.675
C -3.165 2.894 -3.789
C -1.775 1.551 -2.145
S -2.357 0.068 -2.841
C 0.070 4.998 -0.503
C 1.042 4.586 0.598
C -0.989 5.960 0.060
C 0.843 5.687 -1.641
C -2.364 -0.867 0.868
S -2.444 -1.872 -0.545
C -2.204 2.180 3.775
C -2.502 3.453 2.969
C -3.233 2.029 4.894
C -0.799 2.263 4.378
H -4.956 -1.989 2.812
H -3.897 -3.035 1.860
H -5.013 -1.941 1.047
H -3.916 -0.020 3.706
H 4.696 0.616 0.558
H 5.173 0.296 -1.780
H 3.924 1.023 -2.800
H 4.013 -0.726 -2.640
H 5.333 1.034 2.531
H 4.847 -0.659 2.765
H 4.900 0.454 4.122
H 3.686 2.857 2.546
H 3.258 2.458 4.207
H 1.993 2.592 2.979
H 2.518 -1.142 3.697
H 1.257 0.103 3.680
H 2.570 0.184 4.855
H -1.839 4.890 -2.492
H -3.311 3.932 -4.080
H -4.127 2.481 -3.483
H -2.831 2.337 -4.665
H 0.542 4.056 1.409
H 1.508 5.481 1.007
H 1.833 3.940 0.212
H -1.586 5.487 0.839
H -1.660 6.331 -0.713
H -0.488 6.823 0.497
H 1.577 5.015 -2.087
H 1.376 6.547 -1.238
H 0.186 6.055 -2.428
H -3.504 3.430 2.541
H -1.776 3.578 2.165
H -2.438 4.319 3.627
H -4.259 2.030 4.522
H -3.140 2.878 5.569
H -3.070 1.128 5.487
H -0.044 2.332 3.599
H -0.581 1.392 4.997
H -0.730 3.148 5.009
C 2.162 -5.356 -1.839
C 1.623 -3.919 -1.799
C 1.911 -3.310 -0.420
P -0.140 -3.740 -2.275
C -1.248 -4.919 -1.411
C -1.252 -6.325 -2.028
C -0.988 -4.973 0.094
C -0.391 -3.924 -4.094
C -0.171 -2.614 -4.849
C 0.465 -5.026 -4.730
H 3.240 -5.318 -1.678
H 1.989 -5.862 -2.783
H 1.737 -5.955 -1.036
H 2.133 -3.321 -2.565
H 1.666 -4.016 0.372
H 1.354 -2.391 -0.226
H 2.975 -3.086 -0.338
H -2.245 -4.492 -1.583
H -0.290 -6.823 -1.926
H -1.538 -6.319 -3.077
H -1.992 -6.924 -1.497
H -0.097 -5.558 0.316
H -1.826 -5.468 0.583
H -0.869 -3.986 0.546
H -1.449 -4.202 -4.166
H 0.864 -2.278 -4.772
H -0.827 -1.811 -4.506
H -0.384 -2.770 -5.906
H 1.524 -4.774 -4.694
H 0.185 -5.104 -5.781
H 0.319 -6.004 -4.280
*
```

Kohn-Sham gap (spin up / spin down) = 7.213 / 5.552 eV
LUMO (spin up / spin down) = -9.363 / -11.588 eV
⟨S²⟩ = 6.056



4.
Molecular formula: C36H61F2N2O35S7
Method: DFT, wB97M-V/def2-TZVPD

```
! wB97M-V def2-TZVPD RIJCOSX def2/J DEFGRID3
* xyz 1 1
C -7.067 1.690 0.263
C -6.369 3.198 0.361
O -5.028 3.191 0.965
C -4.187 2.438 0.022
C -2.568 2.725 0.258
C -1.876 3.665 -0.937
F -2.713 4.172 -2.075
C -0.262 4.029 -0.819
C 0.381 4.999 -1.970
O -0.398 6.037 -2.385
O 1.720 4.906 -2.565
C 2.779 5.366 -1.654
O 2.509 6.333 -0.772
N 4.160 4.715 -1.841
C 4.646 4.062 -0.566
O 5.548 3.065 -0.703
F 4.185 4.410 0.798
C 0.514 3.373 0.466
C -0.259 2.434 1.618
O 0.583 1.992 2.711
C 0.874 0.586 2.801
C 1.027 -0.290 1.438
C -0.425 -0.839 0.811
C 2.034 0.331 0.294
C 1.412 0.380 -1.223
C 1.423 -1.046 -2.029
C 2.390 1.431 -2.082
N -1.774 2.181 1.463
C -2.441 1.377 2.558
C -2.444 2.375 3.901
C -1.919 1.629 5.263
O -0.552 2.074 5.577
C -0.555 3.346 6.318
H -8.236 1.729 0.220
H -6.746 1.008 1.178
H -6.705 1.201 -0.763
H -6.367 3.673 -0.731
H -7.131 3.842 1.010
H -4.498 2.616 -1.104
H -4.312 1.263 0.191
H 4.840 5.435 -2.188
H 1.678 3.600 0.589
H 0.124 -0.013 3.511
H 1.924 0.487 3.366
H 1.560 -1.305 1.781
H -0.171 -1.788 0.132
H -1.103 -1.285 1.688
H -1.007 -0.016 0.220
H 2.451 1.383 0.676
H 3.008 -0.356 0.220
H 0.347 0.920 -1.209
H 2.194 -1.127 -2.904
H 1.546 -1.969 -1.290
H 0.335 -1.175 -2.503
H 2.901 0.929 -3.007
H 1.714 2.301 -2.498
H 3.249 1.785 -1.366
H -3.567 1.116 2.376
H -1.905 0.377 2.842
H -1.891 3.396 3.661
H -3.578 2.687 4.105
H -2.001 0.454 5.116
H -2.693 1.883 6.134
H 0.149 3.273 7.254
H -0.151 4.179 5.597
H -1.616 3.699 6.684
C -2.959 -5.761 1.635
C -2.934 -4.536 2.545
O -2.168 -3.563 1.839
S -2.397 -3.767 0.237
O -3.408 -2.829 -0.197
O -1.105 -3.882 -0.398
O -3.075 -5.248 0.308
H -2.021 -6.322 1.702
H -3.796 -6.426 1.861
H -2.484 -4.750 3.518
H -3.941 -4.133 2.691
C 1.395 9.001 -2.427
C 1.420 10.225 -1.517
O 2.186 11.199 -2.223
S 1.956 10.995 -3.824
O 0.945 11.933 -4.259
O 3.248 10.879 -4.460
O 1.279 9.514 -3.753
H 2.333 8.440 -2.360
H 0.557 8.335 -2.201
H 1.869 10.012 -0.544
H 0.412 10.629 -1.371
C -3.067 4.814 -5.048
C -2.152 6.021 -5.236
O -1.884 6.072 -6.635
S -3.185 5.511 -7.444
O -3.973 6.645 -7.873
O -2.748 4.470 -8.346
O -3.939 4.817 -6.177
H -2.495 3.880 -5.061
H -3.643 4.873 -4.121
H -1.223 5.932 -4.668
H -2.662 6.949 -4.956
C -2.199 -5.118 -3.441
C -1.789 -6.201 -4.436
O -1.523 -7.356 -3.642
S -2.504 -7.340 -2.338
O -3.644 -8.183 -2.621
O -1.691 -7.486 -1.153
O -2.981 -5.785 -2.452
H -1.323 -4.685 -2.948
H -2.780 -4.322 -3.914
H -0.908 -5.922 -5.017
H -2.612 -6.442 -5.117
C 0.085 -8.212 5.824
C -0.452 -9.056 4.672
O -1.518 -8.292 4.114
S -1.176 -6.705 4.280
O -0.605 -6.234 3.038
O -2.295 -6.062 4.927
O 0.031 -6.862 5.366
H -0.556 -8.298 6.708
H 1.110 -8.483 6.092
H -0.811 -10.034 5.003
H 0.309 -9.192 3.895
C 8.267 2.388 0.684
C 9.433 1.922 -0.184
O 10.496 1.658 0.729
S 9.865 1.135 2.140
O 9.918 -0.310 2.149
O 10.397 1.949 3.208
O 8.323 1.585 1.862
H 8.390 3.435 0.980
H 7.303 2.264 0.183
H 9.732 2.673 -0.918
H 9.190 0.986 -0.699
C 0.192 -10.118 -0.552
C 1.358 -10.584 -1.420
O 2.421 -10.848 -0.507
S 1.790 -11.371 0.903
O 1.843 -12.816 0.913
O 2.322 -10.557 1.971
O 0.248 -10.921 0.626
H 0.315 -9.071 -0.257
H -0.772 -10.243 -1.053
H 1.657 -9.833 -2.154
H 1.115 -11.520 -1.935
*
```

Kohn-Sham gap = 6.624 eV
LUMO = -5.916 eV



Question: Which formula does entry 1 have?
Answer: C36H58N2O8P2PbS